# 1
H64O32 | ωB97M-V/def2-TZVPD

Properties
- Highest occupied orbital energy: -9.606 eV
- Kohn-Sham gap: 8.6 eV
- LUMO energy: -1.05 eV
- Max |F|: 1.464 eV/A
- DFT total energy: -2446.09542 hartree

Last column: Mulliken charge in e.
Element x y z (Å)
O -4.271 3.762 0.691  -0.6694
H -3.826 3.467 -0.103  0.4014
H -4.815 3.019 0.952  0.2972
O 2.971 0.314 -2.230  -0.7344
H 2.705 0.955 -1.572  0.2425
H 2.266 -0.333 -2.234  0.3679
O 5.324 1.848 1.880  -0.6039
H 5.275 2.415 2.650  0.2919
H 4.807 1.078 2.116  0.3861
O -0.108 -0.637 0.257  0.0965
H 0.598 0.006 0.195  0.1066
H -0.904 -0.112 0.335  0.0156
O 2.477 -3.092 4.890  -0.6259
H 1.842 -2.739 4.266  0.4575
H 2.972 -3.740 4.388  0.2326
O -2.079 1.700 3.380  -0.5874
H -1.176 1.643 3.068  0.3419
H -2.478 2.383 2.840  0.2854
O -3.137 0.805 5.550  -0.6613
H -2.549 1.026 4.827  0.3911
H -3.788 1.507 5.553  0.2936
O 1.846 4.604 -2.357  -0.5982
H 2.492 4.468 -3.050  0.3212
H 1.560 3.722 -2.118  0.1511
O -2.901 -0.384 0.342  0.1859
H -3.418 -0.456 1.144  0.2876
H -2.826 -1.283 0.023  -0.0920
O -6.321 1.640 0.125  -0.6150
H -5.733 1.000 -0.275  0.3311
H -6.568 1.248 0.963  0.3055
O 1.080 -1.547 -2.752  -0.7127
H 0.515 -1.955 -3.407  0.2311
H 0.998 -2.108 -1.980  0.3791
O 4.860 -1.432 -2.735  -0.6283
H 4.503 -2.264 -3.045  0.2754
H 4.113 -0.834 -2.737  0.4801
O 3.108 -4.789 -0.100  -0.7000
H 3.970 -4.832 -0.515  0.3120
H 3.182 -4.076 0.534  0.4724
O -3.259 2.158 -1.323  -0.7122
H -3.832 1.722 -1.953  0.2192
H -2.806 1.443 -0.875  0.3086
O 0.331 0.752 3.122  -0.5301
H 1.153 0.363 2.822  0.1888
H 0.434 0.830 4.070  0.2335
O -0.473 3.350 -1.312  -0.4724
H -0.655 4.249 -1.040  0.2228
H -1.332 2.984 -1.524  0.1408
O 4.823 3.049 -0.654  -0.6444
H 5.257 2.792 0.160  0.3340
H 3.899 3.129 -0.419  0.3307
O 2.750 4.152 0.658  -0.4980
H 2.186 4.806 0.244  0.2254
H 3.158 4.616 1.390  0.2127
O -1.860 -1.668 -3.715  -0.6252
H -2.298 -2.004 -2.933  0.3561
H -2.086 -2.292 -4.404  0.2325
O -2.583 -2.956 0.552  -0.6956
H -1.806 -3.388 0.197  0.2386
H -3.133 -3.673 0.867  0.2576
O 3.381 1.864 -4.405  -0.6671
H 2.585 1.584 -4.856  0.2751
H 3.388 1.357 -3.594  0.4595
O -3.825 -2.991 -2.330  -0.6046
H -3.077 -3.432 -1.925  0.2878
H -4.361 -3.702 -2.682  0.2487
O -4.171 -0.514 2.782  -0.6694
H -3.626 0.187 3.139  0.3600
H -5.048 -0.332 3.122  0.2117
O 1.105 -2.388 2.791  -0.5095
H 0.426 -1.849 2.384  0.2180
H 1.562 -2.794 2.055  0.2275
O 4.059 -2.838 1.622  -0.7468
H 4.494 -3.374 2.285  0.2503
H 4.561 -2.993 0.822  0.3266
O 1.632 1.850 -0.349  -0.2803
H 2.014 2.172 0.467  0.1777
H 0.954 2.490 -0.566  0.2165
O -2.072 -2.281 3.191  -0.6304
H -2.042 -2.419 2.245  0.3438
H -2.848 -1.736 3.329  0.4094
O -0.575 0.584 -3.192  -0.5504
H 0.003 -0.066 -2.790  0.3471
H -1.258 0.067 -3.618  0.2744
O 3.604 -0.369 2.421  -0.6663
H 3.786 -0.547 3.343  0.2904
H 3.738 -1.210 1.983  0.3220
O -5.357 -0.810 -1.052  -0.5888
H -5.425 -0.500 -1.955  0.2747
H -4.840 -1.613 -1.113  0.2655
O 0.838 -3.962 -1.604  -0.5929
H 1.450 -4.257 -0.929  0.3334
H 1.170 -4.350 -2.414  0.2415
O -0.211 3.067 -4.461  -0.6285
H -0.267 3.551 -3.637  0.3255
H -0.180 2.148 -4.198  0.4125


# 2
H6IO3 | ωB97M-V/def2-TZVPD

Properties
- Highest occupied orbital energy: -4.500 eV
- Kohn-Sham gap: 8.0 eV
- LUMO energy: 3.50 eV
- Max |F|: 3.350 eV/A
- Net charge: -1
- DFT total energy: -527.10930 hartree

Last column: Mulliken charge in e.
Element x y z (Å)
I -0.088 0.790 0.354  -0.6738
O 0.444 1.828 -3.209  -0.6623
H 0.271 1.488 -2.279  0.2323
H -0.474 2.152 -3.451  0.2999
O -0.845 -2.584 0.272  -0.5930
H -1.383 -2.529 -0.461  0.2973
H -0.679 -1.698 0.518  0.2098
O 0.891 -0.017 3.111  -0.6674
H 0.289 -0.044 2.373  0.2573
H 1.573 0.611 2.774  0.2998


# 3
H6IO3 | ωB97M-V/def2-TZVPD

Properties
- Highest occupied orbital energy: -4.492 eV
- Kohn-Sham gap: 8.1 eV
- LUMO energy: 3.57 eV
- Max |F|: 0.278 eV/A
- Net charge: -1
- DFT total energy: -527.12888 hartree

Last column: Mulliken charge in e.
Element x y z (Å)
I 0.279 -0.742 -0.485  -0.6436
O -1.004 0.754 2.602  -0.6428
H -0.172 1.233 2.541  0.3358
H -1.009 0.229 1.785  0.2308
O -2.004 -2.126 -2.826  -0.6446
H -2.352 -1.348 -3.269  0.2967
H -1.396 -1.749 -2.154  0.2107
O 2.718 1.404 0.941  -0.6528
H 3.071 1.403 0.047  0.3246
H 1.867 0.942 0.819  0.1852


# 4
H6InO3 | ωB97M-V/def2-TZVPD

Properties
- Highest occupied orbital energy: -25.554 eV
- Kohn-Sham gap: 3.9 eV
- LUMO energy: -21.69 eV
- Max |F|: 2.527 eV/A
- Net charge: +3
- DFT total energy: -417.87813 hartree

Last column: Mulliken charge in e.
Element x y z (Å)
In -1.139 0.950 0.613  1.8433
O -0.065 2.434 -1.725  -0.3799
H -0.019 3.389 -1.762  0.4148
H -0.208 2.165 -2.632  0.4133
O 0.784 -0.675 2.242  -0.4793
H 1.711 -0.913 2.236  0.3654
H 0.413 -1.172 2.971  0.3877
O -0.473 -1.690 -0.520  -0.3421
H -0.677 -1.996 -1.404  0.3823
H -0.325 -2.491 -0.018  0.3945


# 5
H6KO3 | ωB97M-V/def2-TZVPD

Properties
- Multiplicity: 2
- Highest occupied orbital energy (alpha / beta): -19.002 / -19.001 eV
- Kohn-Sham gap (alpha / beta): 10.3 / 2.3 eV
- LUMO energy (alpha / beta): -8.72 / -16.73 eV
- Max |F|: 1.676 eV/A
- Net charge: +2
- DFT total energy: -828.49135 hartree

Last column: Löwdin spin population.
Element x y z (Å)
K 0.961 -0.190 -0.146  -0.0062
O 0.047 2.024 0.857  0.4072
H -0.753 1.666 1.241  -0.0012
H -0.036 2.971 0.968  0.0039
O -1.188 0.806 -1.716  0.5925
H -2.010 0.453 -1.375  0.0057
H -1.310 1.755 -1.700  -0.0020
O 1.443 -2.811 0.451  0.0000
H 0.783 -3.139 1.062  0.0000
H 2.064 -3.533 0.358  0.0000


# 6
H6N2 | ωB97M-V/def2-TZVPD

Properties
- Highest occupied orbital energy: -9.770 eV
- SMILES string: N.N
- Kohn-Sham gap: 10.8 eV
- LUMO energy: 1.06 eV
- Max |F|: 0.516 eV/A
- DFT total energy: -113.10284 hartree

Last column: Mulliken charge in e.
Element x y z (Å)
N 1.600 -8.960 7.383  -0.6609
H 1.769 -8.024 7.001  0.2111
H 0.899 -8.857 8.124  0.2268
H 1.165 -9.512 6.637  0.2200
N -0.128 -7.730 10.705  -0.6750
H -0.947 -7.145 10.511  0.2245
H 0.599 -7.111 11.078  0.2259
H -0.392 -8.370 11.460  0.2275


# 7
H6N2P2 | ωB97M-V/def2-TZVPD

Properties
- Highest occupied orbital energy: -8.613 eV
- SMILES string: PNNP
- Kohn-Sham gap: 9.6 eV
- LUMO energy: 1.02 eV
- Max |F|: 3.447 eV/A
- DFT total energy: -795.72824 hartree

Last column: Mulliken charge in e.
Element x y z (Å)
N 0.037 0.409 -0.943  -0.3057
N 0.130 -0.799 -0.198  -0.3578
P 0.816 1.821 -0.409  -0.0050
P -1.126 -0.863 1.015  -0.0190
H 0.145 0.210 -1.934  0.2535
H 1.119 -0.754 0.332  0.2723
H 1.958 1.222 0.190  -0.0006
H 0.172 1.852 0.843  0.0395
H -2.143 -0.838 0.056  0.0583
H -1.109 -2.260 1.046  0.0646


# 8
H6N4 | ωB97M-V/def2-TZVPD

Properties
- Highest occupied orbital energy: -8.589 eV
- SMILES string: NNNN
- Kohn-Sham gap: 9.7 eV
- LUMO energy: 1.11 eV
- Max |F|: 3.544 eV/A
- DFT total energy: -222.48688 hartree

Last column: Mulliken charge in e.
Element x y z (Å)
N 1.217 -0.377 -0.169  -0.5096
N -1.521 -0.535 0.034  -0.5146
N 0.498 0.797 0.197  -0.0971
N -0.781 0.800 -0.304  -0.3384
H 1.747 -0.731 0.579  0.1932
H 1.863 0.027 -0.906  0.2649
H -0.919 -1.308 -0.088  0.2629
H -1.873 -0.675 0.973  0.2221
H 0.590 1.283 1.106  0.2306
H -0.820 0.721 -1.422  0.2861


# 9
H6NO | ωB97M-V/def2-TZVPD

Properties
- Highest occupied orbital energy: -14.050 eV
- Kohn-Sham gap: 9.2 eV
- LUMO energy: -4.85 eV
- Max |F|: 1.199 eV/A
- Net charge: +1
- DFT total energy: -133.31567 hartree

Last column: Mulliken charge in e.
Element x y z (Å)
O 2.308 2.662 -0.782  -0.6430
H 1.387 2.444 -1.053  0.3037
H 2.639 3.260 -1.490  0.3394
N -1.267 -1.673 0.665  -0.5784
H -0.548 -2.026 0.004  0.3951
H -0.932 -0.794 1.104  0.3938
H -1.438 -2.384 1.401  0.3943
H -2.149 -1.488 0.150  0.3952


# 10
H6O15S3Zn | ωB97M-V/def2-TZVPD

Properties
- Highest occupied orbital energy: 4.884 eV
- Kohn-Sham gap: 2.4 eV
- LUMO energy: 7.30 eV
- Max |F|: 3.766 eV/A
- Net charge: -4
- DFT total energy: -4105.82661 hartree

Last column: Mulliken charge in e.
Element x y z (Å)
Zn 0.105 0.480 -0.338  1.4344
S -2.116 1.139 2.204  1.0185
O -1.423 1.123 3.506  -0.7359
O -1.065 1.222 1.101  -0.6671
O -2.939 -0.060 2.019  -0.7270
O -2.989 2.361 2.106  -0.8441
S -1.496 -2.264 -1.732  1.0281
O -0.989 -0.920 -1.250  -0.6852
O -2.714 -2.040 -2.584  -0.8251
O -0.433 -2.861 -2.609  -0.8420
O -1.828 -3.131 -0.606  -0.7081
S 1.665 -1.544 1.984  0.9712
O 1.283 -0.677 0.792  -0.5050
O 0.533 -2.357 2.427  -0.7136
O 2.808 -2.392 1.527  -0.8224
O 2.106 -0.663 3.101  -0.7911
O 1.422 -0.201 -1.929  -0.2460
H 0.863 -0.558 -2.640  0.2935
H 2.324 -0.234 -2.258  0.1478
O -0.340 2.054 -1.624  -0.3533
H -1.210 2.332 -1.929  0.2473
H 0.293 2.439 -2.234  0.2377
O 1.790 1.966 0.270  -0.3530
H 2.681 1.883 0.623  0.2369
H 1.670 2.901 0.074  0.2031